This record from the Open Molecules 2025 dataset describes C12H19BF13NO3S2Si in the gas phase at a distorted geometry. The level of theory is the ωB97M-V functional and the def2-TZVPD basis.

```
52
Properties=species:S:1:pos:R:3:forces:R:3
C 7.118 0.343 0.694 -0.5 0.2 0.5
C 6.389 0.924 -0.515 -0.2 0.7 1.6
O 6.535 0.391 -1.549 0.4 -1.1 -2.5
N 5.531 2.088 -0.455 0.2 -0.1 1.0
C 4.588 2.087 0.677 -0.4 0.5 0.1
C 3.317 1.288 0.395 0.0 0.1 0.3
C 3.537 -0.230 0.300 0.0 0.1 0.1
C 2.318 -1.066 0.751 0.2 0.2 -0.7
Si 0.922 -1.175 -0.553 0.1 0.3 0.8
S 0.706 -3.186 -1.293 -0.3 -0.4 0.1
C -0.686 -0.579 0.319 0.5 -1.3 -0.5
C -1.811 -1.635 0.210 -0.7 1.8 -0.2
C -2.972 -1.203 1.140 1.3 -1.4 0.2
F -2.674 -1.735 2.359 -0.2 0.0 0.5
F -2.989 0.123 1.314 -0.6 0.6 -0.1
C -4.358 -1.793 0.752 0.5 0.6 -0.6
F -4.110 -2.902 0.042 0.2 -0.6 -0.4
F -5.036 -2.184 1.818 -0.6 0.2 0.7
C -5.214 -0.871 -0.206 0.6 -0.6 1.2
F -5.942 -1.691 -0.940 -0.8 -0.3 -0.7
F -4.358 -0.242 -1.005 0.3 0.7 -0.4
C -6.170 0.050 0.597 -0.4 0.1 -0.8
F -5.656 0.475 1.714 1.5 0.7 0.9
F -7.188 -0.696 0.951 -1.1 -1.1 0.0
S -6.867 1.547 -0.334 -1.1 1.1 0.9
F -7.029 2.329 1.045 0.0 0.1 0.0
F -8.350 1.029 -0.124 -0.1 -0.3 -0.4
F -6.771 0.801 -1.713 0.3 -0.3 -0.2
F -5.434 2.190 -0.471 0.4 -0.4 -0.4
F -7.466 2.790 -1.093 0.1 0.2 -0.1
B 1.283 -0.010 -2.141 0.1 0.2 -0.7
O 2.076 -0.524 -3.152 0.3 0.1 0.6
O 0.769 1.267 -2.280 0.9 -0.1 0.4
H 6.882 -0.721 0.722 0.1 0.0 0.0
H 6.833 0.771 1.656 0.1 0.1 -0.1
H 8.196 0.448 0.568 -0.1 0.1 -0.2
H 6.138 2.897 -0.330 0.0 0.0 -0.3
H 4.287 3.127 0.838 0.1 -0.1 -0.1
H 5.027 1.769 1.634 0.0 -0.1 -0.2
H 2.618 1.500 1.216 0.1 -0.1 0.0
H 2.859 1.720 -0.503 0.1 -0.2 0.0
H 3.851 -0.471 -0.722 0.0 -0.2 0.1
H 4.377 -0.497 0.953 0.0 0.1 -0.1
H 1.913 -0.611 1.661 0.0 -0.2 0.0
H 2.654 -2.083 0.973 -0.2 0.1 0.1
H 1.776 -3.295 -2.108 -0.1 0.4 0.2
H -0.462 -0.362 1.365 0.0 0.1 -0.1
H -0.961 0.334 -0.212 -0.2 0.0 0.3
H -2.198 -1.594 -0.810 0.2 -0.4 0.0
H -1.491 -2.636 0.482 -0.2 0.0 0.0
H 2.885 0.008 -3.226 -0.3 0.0 -0.6
H 0.809 1.697 -1.413 -0.6 0.1 -0.2
```
Positions in Å, forces in eV/Å.

**Orbital gap**: 0.3511 hartree
**E_LUMO**: 0.376 eV
**SMILES**: CC(=O)NCCCC[Si@@](S)(CCC(F)(F)C(F)(F)C(F)(F)C(F)(F)S(F)(F)(F)(F)F)B(O)O

Quick look at the natural (NBO) charges, all values in e: C -0.743; C 0.706; O -0.517; N -0.687; C -0.217; C -0.412; C -0.410; C -0.841; Si 1.112; S -0.451; C -0.838; C -0.453; C 0.637; F -0.336; F -0.320; C 0.584; F -0.306; F -0.292; C 0.576; F -0.285; F -0.299; C 0.462; F -0.283; F -0.287; S 2.368; F -0.461; F -0.455; F -0.455; F -0.455; F -0.443; B 0.750; O -0.928; O -0.894; H 0.244; H 0.212; H 0.248; H 0.380; H 0.205; H 0.171; H 0.202; H 0.197; H 0.211; H 0.199; H 0.223; H 0.247; H 0.183; H 0.238; H 0.239; H 0.231; H 0.241; H 0.507; H 0.492


This record from the Open Molecules 2025 dataset describes a molecular structure, C12H19BrN at a distorted geometry. The level of theory is the ωB97M-V functional and the def2-TZVPD basis.

```
33
Properties=species:S:1:pos:R:3:forces:R:3
C 6.463 -1.408 1.316 -1.0 1.5 -4.7
H 6.669 -0.602 1.941 0.2 1.0 1.7
C 6.920 -0.852 -0.205 -9.6 -4.2 1.2
C 6.084 0.287 -0.665 -5.1 -8.4 -0.7
H 6.271 0.962 -0.104 2.0 9.3 6.9
H 6.378 0.510 -1.560 1.1 1.5 -5.5
C 4.416 0.028 -0.609 8.0 12.9 -4.8
C 3.763 0.608 0.374 -3.1 -8.7 7.9
N 2.274 0.291 0.358 2.4 15.0 5.7
H 1.957 0.343 1.378 0.1 0.6 -1.6
H 2.156 -0.525 0.218 -2.0 -13.9 -3.4
C 1.411 1.183 -0.605 -3.7 2.3 11.0
C 0.083 0.550 -0.482 1.9 13.3 11.0
C -0.698 1.426 0.648 -1.1 -4.8 -4.0
C -2.062 0.987 0.628 0.8 7.1 8.6
C -2.682 0.017 0.041 1.8 -5.6 -6.4
C -1.809 -0.727 -1.014 -1.0 6.4 7.9
C -0.550 -0.277 -1.122 -0.1 -7.5 -9.1
H 0.181 -0.585 -2.041 -2.2 -0.2 1.6
H -2.320 -1.251 -1.602 -3.5 -4.8 -4.9
Br -4.487 -0.423 0.020 -0.1 0.2 0.4
H -2.775 1.575 1.665 2.0 -1.6 -3.5
H -0.299 2.208 1.312 -0.2 -0.5 -0.6
H 1.806 0.941 -1.341 6.2 -3.7 -12.8
H 1.679 2.309 -0.505 -1.2 -2.0 0.7
H 4.303 0.099 1.346 -2.1 0.7 -1.1
H 3.900 1.479 0.640 1.1 9.2 1.4
H 4.319 -0.730 -1.026 -2.4 -13.4 -5.2
H 4.081 0.722 -1.503 0.8 -1.0 0.5
H 7.864 -0.772 -0.146 6.9 1.1 -0.2
H 6.575 -1.640 -0.935 1.2 0.0 0.8
H 7.063 -2.224 1.405 1.8 -2.2 1.1
H 5.435 -1.773 1.307 0.0 0.4 0.2
```
Positions in Å, forces in eV/Å.

**Orbital gap**: 0.3120 hartree
**E_LUMO**: -3.509 eV
**Net charge**: +1

Quick look at the natural (NBO) charges, all values in e: C -0.605; H 0.201; C -0.346; C -0.307; H 0.167; H 0.206; C -0.407; C -0.187; N -0.437; H 0.434; H 0.370; C -0.154; C -0.079; C -0.181; C -0.253; C -0.100; C -0.128; C -0.231; H 0.208; H 0.208; Br 0.171; H 0.219; H 0.241; H 0.165; H 0.250; H 0.206; H 0.204; H 0.200; H 0.176; H 0.201; H 0.182; H 0.221; H 0.183


This record from the Open Molecules 2025 dataset describes 7 unconnected molecules or ions with the total composition C12H19Cl4N5 at a distorted geometry. The level of theory is the ωB97M-V functional and the def2-TZVPD basis.

```
40
Properties=species:S:1:pos:R:3:forces:R:3
Cl -0.321 1.886 2.834 0.3 0.3 0.1
C 0.332 0.264 2.967 -0.1 -1.7 -0.4
Cl 1.878 0.079 3.883 -0.5 0.4 -0.3
H -0.415 -0.345 3.537 0.8 0.6 -0.8
H 0.540 -0.136 1.930 -0.3 0.5 1.3
Cl -3.605 3.835 -0.526 0.1 0.3 0.2
C -2.475 2.571 -0.041 -1.0 -0.4 -1.1
Cl -3.265 0.978 -0.380 0.7 0.3 0.0
H -1.567 2.738 -0.598 0.2 -0.5 -0.3
H -2.302 2.578 0.995 0.1 0.2 1.2
C -2.777 -2.261 1.956 -0.4 -0.6 -2.3
C -3.331 -2.839 0.660 0.5 0.0 0.5
N -3.758 -3.297 -0.312 0.4 0.5 0.9
H -3.291 -2.696 2.767 -0.4 -0.6 0.9
H -2.995 -1.224 1.946 -0.2 1.1 0.0
H -1.706 -2.369 2.060 0.1 -0.3 -0.2
C 1.473 3.664 -5.242 -1.1 -0.8 2.0
C 0.636 3.151 -4.113 1.1 0.8 -2.3
N -0.026 2.690 -3.319 -1.1 -0.7 1.7
H 1.230 3.059 -6.095 0.1 -0.1 -0.5
H 2.472 3.469 -4.878 0.6 0.4 -0.5
H 1.187 4.696 -5.370 0.4 0.3 -0.3
C 0.796 -3.883 4.254 0.8 1.5 -0.3
C -0.356 -2.974 4.409 0.7 -0.3 0.8
N -1.243 -2.264 4.569 0.0 0.0 -0.1
H 1.702 -3.287 3.955 -0.9 -0.4 0.2
H 0.541 -4.500 3.421 0.1 -0.9 -0.4
H 1.077 -4.432 5.154 -0.5 0.0 -0.1
C 3.225 1.910 -1.460 0.5 0.1 0.1
C 3.044 0.966 -2.552 0.3 2.1 2.1
N 2.903 0.209 -3.373 -0.4 -2.0 -2.3
H 4.292 2.113 -1.306 -0.2 -0.2 0.0
H 2.785 1.493 -0.563 0.0 -0.1 0.2
H 2.755 2.866 -1.646 -0.3 0.1 -0.3
C -0.241 -1.466 -1.959 0.3 0.7 -1.0
C 0.634 -1.405 -0.824 2.5 -0.4 2.1
N 1.462 -1.443 0.002 -1.9 0.3 -1.4
H -1.204 -1.857 -1.681 -0.4 -0.2 0.0
H 0.267 -2.104 -2.709 -0.5 0.4 0.3
H -0.354 -0.434 -2.350 0.0 -0.6 0.0
```
Positions in Å, forces in eV/Å.

**Orbital gap**: 0.4139 hartree
**E_LUMO**: 0.443 eV
**SMILES**: ClCCl.ClCCl.CC#N.CC#N.CC#N.CC#N.CC#N

Quick look at the natural (NBO) charges, all values in e: Cl -0.026; C -0.424; Cl -0.055; H 0.248; H 0.251; Cl -0.025; C -0.364; Cl -0.062; H 0.233; H 0.218; C -0.698; C 0.292; N -0.357; H 0.256; H 0.253; H 0.249; C -0.702; C 0.308; N -0.370; H 0.258; H 0.254; H 0.253; C -0.727; C 0.323; N -0.378; H 0.271; H 0.256; H 0.262; C -0.726; C 0.302; N -0.348; H 0.253; H 0.267; H 0.252; C -0.741; C 0.328; N -0.396; H 0.268; H 0.269; H 0.275


This record from the Open Molecules 2025 dataset describes a molecular structure, C12H19CoN2O13P2S3. The level of theory is the ωB97M-V functional and the def2-TZVPD basis.

```
52
Properties=species:S:1:pos:R:3:forces:R:3
Co -1.023 -1.154 0.720 0.1 -0.2 -0.1
C 2.658 -1.698 -3.006 0.0 0.0 0.0
C 1.615 -1.406 -1.935 0.0 0.0 0.0
O 1.233 -0.054 -2.082 0.0 0.0 0.0
P 2.254 -1.727 -0.252 0.0 0.0 0.0
O 2.833 -3.190 -0.303 0.0 0.0 0.0
O 3.562 -0.861 -0.003 0.0 0.0 0.0
O 1.202 -1.455 0.756 0.0 0.0 0.0
P 0.189 -2.574 -2.035 0.0 0.0 0.0
O -0.381 -2.449 -3.541 0.0 0.0 0.0
O 0.744 -3.946 -1.808 0.0 0.0 0.0
O -0.896 -2.026 -1.144 -0.1 0.1 0.0
H 3.549 -1.093 -2.832 0.0 0.0 0.0
H 2.238 -1.422 -3.974 0.0 0.0 0.0
H 2.935 -2.751 -3.017 0.0 0.0 0.0
H 0.637 0.220 -1.356 0.0 0.0 0.0
H 2.155 -3.752 -0.773 0.0 0.0 0.0
H 3.350 -0.091 0.550 0.0 0.0 0.0
H -0.058 -3.193 -4.062 0.0 0.0 0.0
O -1.782 0.386 2.438 0.0 0.1 0.1
S -0.874 -0.350 3.306 0.0 0.0 0.0
O -1.152 -0.349 4.714 0.0 0.0 0.0
O -0.683 -1.704 2.723 -0.1 0.1 -0.1
C 0.745 0.410 3.118 0.0 0.0 0.0
C 1.664 0.009 4.081 0.0 0.0 0.0
C 2.983 0.422 4.032 0.0 0.0 0.0
C 3.395 1.263 3.011 0.0 0.0 0.0
C 2.484 1.678 2.052 0.0 0.0 0.0
C 1.156 1.254 2.083 0.0 0.0 0.0
S 0.148 1.919 0.735 0.0 -0.1 -0.1
O 1.095 2.550 -0.156 0.0 0.0 0.0
O -0.836 2.795 1.313 0.0 0.0 0.0
O -0.451 0.732 0.038 0.0 0.0 0.0
H 1.322 -0.643 4.873 0.0 0.0 0.0
H 3.683 0.088 4.787 0.0 0.0 0.0
H 4.422 1.605 2.959 0.0 0.0 0.0
H 2.784 2.345 1.255 0.0 0.0 0.0
S -3.493 -1.433 0.505 0.1 0.0 0.0
C -3.399 0.034 -0.383 -0.1 0.0 0.0
N -3.737 1.187 0.191 0.0 0.0 0.0
C -3.542 2.494 -0.430 0.0 0.0 0.0
C -3.583 2.352 -1.942 0.0 0.0 0.0
C -2.639 1.241 -2.369 0.0 0.0 0.0
N -3.009 0.023 -1.662 0.1 0.0 0.0
H -3.797 1.138 1.199 0.0 0.0 0.0
H -2.589 2.909 -0.101 0.0 0.0 0.0
H -4.335 3.156 -0.079 0.0 0.0 0.0
H -3.288 3.295 -2.403 0.0 0.0 0.0
H -4.596 2.112 -2.273 0.0 0.0 0.0
H -1.602 1.506 -2.143 0.0 0.0 0.0
H -2.716 1.047 -3.439 0.0 0.0 0.0
H -2.571 -0.847 -1.938 0.0 0.0 0.0
```
Positions in Å, forces in eV/Å.

**Orbital gap (alpha / beta)**: 0.3151 / 0.3132 hartree
**E_LUMO (alpha / beta)**: 2.686 / 2.684 eV
**Expectation value of S²**: 3.7555
**2S+1**: 4
**Net charge**: -1

Quick look at the natural (NBO) charges, all values in e: Co 1.551; C -0.632; C -0.480; O -0.743; P 2.374; O -1.011; O -0.985; O -1.166; P 2.376; O -0.995; O -1.172; O -1.231; H 0.223; H 0.220; H 0.225; H 0.517; H 0.546; H 0.525; H 0.502; O -1.013; S 2.409; O -0.961; O -1.039; C -0.341; C -0.171; C -0.211; C -0.224; C -0.262; C -0.213; S 2.420; O -0.993; O -0.970; O -1.115; H 0.239; H 0.210; H 0.211; H 0.255; S -0.353; C 0.363; N -0.586; C -0.232; C -0.417; C -0.223; N -0.604; H 0.441; H 0.244; H 0.196; H 0.220; H 0.201; H 0.219; H 0.204; H 0.449


This record from the Open Molecules 2025 dataset describes 3 unconnected molecules or ions with the total composition C12H19FN3O5P at a distorted geometry. The level of theory is the ωB97M-V functional and the def2-TZVPD basis.

```
41
Properties=species:S:1:pos:R:3:forces:R:3
C 0.940 -0.894 1.429 0.6 0.6 0.3
C 0.011 0.308 0.812 2.0 0.3 -0.3
N -1.186 -0.158 0.007 3.6 1.1 -1.0
O -2.283 -0.346 0.792 -3.7 1.0 2.3
P -3.096 1.176 1.016 3.3 6.2 -2.6
O -2.410 2.301 0.086 -2.8 -4.4 3.6
O -2.819 1.691 2.681 -0.5 -0.7 -3.2
O -4.786 1.185 0.608 3.0 -2.9 1.0
C -5.297 -0.152 0.270 -1.8 0.2 0.2
C -5.892 -0.922 1.623 -4.3 -6.4 -0.4
O -6.640 -2.043 1.427 5.7 8.5 1.9
F -5.678 -0.402 3.024 -0.4 -1.4 -4.8
H 2.076 -0.776 1.081 -2.6 -0.3 0.7
H 0.565 -1.945 1.077 0.7 1.9 0.9
H 0.941 -0.752 2.602 -0.1 -0.8 -2.4
H -0.261 1.032 1.692 0.1 -1.4 -2.0
H 0.703 0.909 0.050 -1.7 -1.2 1.6
H -0.911 -1.034 -0.490 -1.0 0.6 1.0
H -2.342 2.583 2.629 -1.0 -1.7 -0.5
H -6.257 0.026 -0.417 2.1 -0.4 1.8
H -4.573 -0.818 -0.363 -1.2 1.1 1.7
C -0.161 0.283 -4.791 0.1 -0.3 0.2
C -0.681 1.568 -5.077 -0.2 0.3 0.1
C -1.403 1.972 -3.976 0.0 -0.1 0.0
N -1.341 0.975 -3.039 0.0 0.1 -0.2
C -0.581 -0.058 -3.525 -0.1 0.1 0.0
H 0.454 -0.328 -5.439 -0.1 0.1 0.1
H -0.543 2.137 -5.987 0.0 -0.1 0.2
H -1.955 2.882 -3.781 0.1 -0.2 0.0
H -1.786 0.997 -2.130 0.3 0.1 0.0
H -0.406 -0.944 -2.930 0.0 0.1 -0.2
C 6.439 -1.711 1.180 0.0 -0.3 0.3
C 5.919 -0.426 0.894 -0.2 0.3 0.1
C 5.197 -0.021 1.995 -0.1 0.1 -0.1
N 5.259 -1.019 2.932 0.0 0.0 0.0
C 6.019 -2.051 2.446 0.0 -0.1 -0.1
H 7.054 -2.322 0.532 -0.1 0.1 0.1
H 6.057 0.144 -0.016 0.0 -0.1 0.2
H 4.645 0.889 2.190 0.1 -0.1 -0.1
H 4.814 -0.997 3.841 0.2 0.0 -0.4
H 6.194 -2.938 3.041 0.0 0.1 -0.1
```
Positions in Å, forces in eV/Å.

**Orbital gap**: 0.2665 hartree
**E_LUMO**: -0.805 eV
**SMILES**: CCNO[P@](=O)(O)OCC(=O)F.c1cc[nH]c1.c1cc[nH]c1

Quick look at the natural (NBO) charges, all values in e: C -0.664; C -0.267; N -0.351; O -0.617; P 2.344; O -1.059; O -0.953; O -0.713; C -0.201; C 0.815; O -0.518; F -0.349; H 0.233; H 0.214; H 0.218; H 0.221; H 0.226; H 0.367; H 0.530; H 0.267; H 0.261; C -0.298; C -0.317; C -0.071; N -0.512; C -0.091; H 0.217; H 0.220; H 0.214; H 0.438; H 0.193; C -0.306; C -0.305; C -0.084; N -0.508; C -0.077; H 0.224; H 0.224; H 0.210; H 0.413; H 0.211